58
Properties=species:S:1:pos:R:3:forces:R:3 method="wB97M-V/def2-TZVPD" lumo_energy_ev=0.3 total_energy_ha=-2280.878194 relative_energy_kcal_mol=0.6 molar_mass_g_mol=804.1 homo_ev=-6.530
Pt 1.173886 -0.641900 0.252060 -0.114 0.406 -0.253
C 5.333840 -0.499421 2.288173 -0.016 0.007 0.001
C 3.891786 -0.768770 1.929008 0.097 0.013 -0.139
S 3.397942 -0.114153 0.371456 -0.018 -0.155 0.233
C 3.052163 -1.477673 2.685520 -0.099 -0.027 0.146
C 3.431488 -2.112839 3.995327 0.002 0.004 -0.021
S 1.364911 -1.728905 2.247266 0.076 -0.014 -0.168
H 5.818163 0.084521 1.506697 0.000 0.003 -0.003
H 5.900375 -1.425552 2.405559 -0.013 -0.004 -0.003
H 5.412806 0.064782 3.219741 0.005 -0.004 0.001
H 4.499624 -2.024708 4.189266 -0.004 0.005 -0.003
H 3.171613 -3.173524 3.993088 0.004 -0.002 0.012
H 2.895755 -1.648982 4.826952 -0.004 -0.001 0.002
Te 1.211039 1.212437 -1.575363 -0.036 -0.001 0.270
C 1.359915 2.890057 -0.283000 0.029 0.005 -0.126
C 1.299919 2.764247 1.097225 0.004 -0.019 0.033
C 1.359234 3.905743 1.886294 0.000 -0.005 0.018
C 1.482830 5.158465 1.303736 0.002 0.000 -0.016
C 1.552656 5.277198 -0.077454 -0.003 0.000 0.016
C 1.493813 4.141904 -0.872275 -0.022 0.000 -0.031
C -0.806382 1.665556 -2.036404 0.025 -0.055 0.012
C -1.702193 1.966006 -1.015710 0.017 -0.014 0.014
C -3.026751 2.241868 -1.317832 -0.006 -0.013 -0.034
C -3.460164 2.213539 -2.638505 -0.010 0.003 0.008
C -2.563335 1.927548 -3.656152 0.003 -0.002 -0.010
C -1.231593 1.661859 -3.357262 -0.025 -0.087 -0.026
H 1.226189 1.785275 1.556188 -0.006 0.020 -0.037
H 1.315492 3.808120 2.963545 -0.003 0.005 -0.002
H 1.532221 6.043022 1.925543 0.001 -0.001 0.001
H 1.658361 6.251508 -0.536790 0.001 -0.002 -0.003
H 1.552208 4.237680 -1.950273 -0.004 -0.001 0.000
H -1.359117 1.992530 0.012790 -0.011 -0.015 -0.002
H -3.723113 2.478802 -0.522925 0.004 0.002 -0.002
H -4.495661 2.423727 -2.872865 0.002 0.001 0.001
H -2.895923 1.915421 -4.686137 0.003 0.001 0.000
H -0.534585 1.442218 -4.157243 0.007 0.007 -0.002
C -4.230818 -1.526914 0.327965 0.010 -0.004 -0.012
C -2.954824 -0.887939 0.864198 0.029 0.092 0.056
Sb -1.183590 -1.588717 -0.105114 0.187 -0.168 0.037
C -1.238924 -3.632047 0.518467 -0.041 0.000 0.013
C 0.004976 -4.412393 0.102698 -0.001 -0.023 -0.041
C -1.862367 -1.810571 -2.124060 -0.065 -0.085 0.076
C -0.751805 -2.194598 -3.094239 -0.004 0.053 -0.037
H -5.103772 -1.183572 0.886529 0.000 0.000 -0.003
H -4.200766 -2.615144 0.406827 -0.002 0.000 0.002
H -4.391210 -1.275333 -0.721830 -0.005 0.006 0.008
H -2.809882 -1.105339 1.924247 -0.002 -0.021 -0.002
H -2.982438 0.197230 0.765354 -0.004 -0.030 -0.010
H -2.148001 -4.079048 0.110317 -0.010 -0.005 0.027
H -1.340336 -3.611817 1.605422 0.033 0.009 0.002
H 0.035144 -4.569321 -0.977355 -0.001 0.004 0.001
H 0.022159 -5.394718 0.578137 -0.014 -0.011 -0.013
H 0.914277 -3.884907 0.392021 -0.024 -0.031 0.012
H -2.358155 -0.886635 -2.422052 0.014 0.074 -0.020
H -2.623524 -2.593282 -2.086059 -0.029 0.036 -0.017
H 0.046946 -1.451825 -3.112414 0.042 0.046 0.031
H -1.138925 -2.283091 -4.111626 0.004 -0.018 0.009
H -0.293589 -3.147651 -2.826696 -0.003 0.016 -0.005